No. 1
This record from OMol25 describes a molecular structure, C3H5NO2. The level of theory is ωB97M-V/def2-TZVPD.

```
11
Properties=species:S:1:pos:R:3:forces:R:3
O -2.022 0.090 -0.001 -0.1 0.0 0.2
C -0.662 -0.010 0.093 0.3 0.1 -0.1
C 0.306 -1.029 0.661 -0.1 -0.3 0.2
N 1.327 -0.444 -0.274 0.2 0.2 0.0
C 0.335 0.496 -0.643 -0.1 0.0 0.1
O 0.529 1.488 -1.527 -0.1 0.0 0.0
H -2.382 0.400 0.837 0.0 0.0 0.0
H -0.267 2.038 -1.498 0.2 0.0 -0.2
H 0.591 -0.898 1.712 -0.1 0.0 -0.2
H 0.101 -2.084 0.454 0.0 0.1 0.0
H 2.145 -0.047 0.186 -0.1 0.0 0.0
```
Forces are in eV/Å.

Values from the calculation:
- Charge: 0
- Strongest force on any atom: 0.007 Eh/bohr
- HOMO-LUMO gap: 8.58 eV
- Energy relative to the best compared isomer or geometry (same formula, charge and spin): 256.6 kJ/mol
- LUMO level: 0.023 Ha
- Energy: -8775.035 eV


No. 2
This record from OMol25 describes a single C3H5NO2 molecule. The level of theory is ωB97M-V/def2-TZVPD.

```
11
Properties=species:S:1:pos:R:3:forces:R:3
C -1.722 0.232 0.228 0.1 0.0 0.1
C -0.618 -0.383 -0.600 -0.7 -0.7 -0.4
O -0.784 -1.228 -1.448 0.4 0.6 0.7
C 0.922 -0.088 0.055 0.2 0.4 -0.4
O 0.537 0.739 -0.854 0.4 0.0 0.2
N 2.210 -0.094 0.400 -0.3 -0.1 -0.2
H -2.187 -0.578 0.794 0.0 0.1 0.0
H -1.342 0.990 0.909 0.0 0.0 0.0
H -2.493 0.678 -0.414 0.4 -0.2 0.0
H 2.609 -0.719 1.078 -0.3 -0.1 0.0
H 2.866 0.451 -0.147 -0.1 0.1 0.0
```
Forces are in eV/Å.

Values from the calculation:
- Charge: 0
- Strongest force on any atom: 0.022 Eh/bohr
- HOMO-LUMO gap: 9.86 eV
- Energy relative to the best compared isomer or geometry (same formula, charge and spin): 252.5 kJ/mol
- LUMO level: 0.025 Ha
- Energy: -8775.078 eV


No. 3
This record from OMol25 describes 2 unconnected molecules or ions with the total composition C3H5NO2. The level of theory is ωB97M-V/def2-TZVPD.

```
11
Properties=species:S:1:pos:R:3:forces:R:3
H -2.037 -0.255 -1.519 0.0 0.0 0.0
N -1.438 0.356 -0.960 0.3 -0.4 0.2
C -0.557 -0.289 -0.352 -0.5 0.4 -0.3
O -0.267 -1.638 -0.312 -0.1 0.0 -0.1
C 0.864 -1.486 0.582 0.3 -0.1 0.2
C 0.598 0.024 0.598 0.4 0.4 0.3
O 1.073 0.985 1.117 -0.3 -0.6 -0.3
H 1.801 -1.796 0.111 -0.1 0.1 0.1
H 0.707 -2.003 1.532 0.0 0.1 -0.1
H -0.231 3.313 -0.176 0.0 0.0 -0.1
H -0.514 2.789 -0.621 0.0 0.1 0.0
```
Forces are in eV/Å.

Values from the calculation:
- Charge: 0
- Strongest force on any atom: 0.014 Eh/bohr
- HOMO-LUMO gap: 10.31 eV
- Energy relative to the best compared isomer or geometry (same formula, charge and spin): 291.7 kJ/mol
- LUMO level: -0.009 Ha
- Structure (SMILES): [H]/N=C1\OCC1=O.[H][H]
- Energy: -8774.671 eV


No. 4
This record from OMol25 describes a single C3H5NO2 molecule. The level of theory is ωB97M-V/def2-TZVPD.

```
11
Properties=species:S:1:pos:R:3:forces:R:3
C -1.355 -0.118 -0.278 -1.9 -5.3 1.3
N -0.212 0.153 -1.280 -1.3 1.0 2.4
C 0.082 0.854 0.004 1.4 -3.2 -2.6
C 1.016 -0.085 0.728 2.6 -0.4 -1.0
O 1.568 -1.055 -0.105 -1.2 1.4 1.0
O -1.587 -1.207 0.465 1.6 5.1 -3.8
H -2.212 0.406 -0.652 -0.4 1.0 0.5
H 0.394 -0.661 -1.445 0.4 0.1 0.9
H 1.924 0.470 1.138 -1.1 -0.3 0.2
H -0.078 1.934 -0.053 -0.4 -0.4 0.8
H 0.460 -0.691 1.478 0.3 1.0 0.3
```
Forces are in eV/Å.

Values from the calculation:
- Charge: 0
- Strongest force on any atom: 0.128 Eh/bohr
- HOMO-LUMO gap: 5.71 eV
- Energy relative to the best compared isomer or geometry (same formula, charge and spin): 760.1 kJ/mol
- LUMO level: -0.123 Ha
- Energy: -8769.817 eV


No. 5
This record from OMol25 describes a molecular structure, C3H5NO2. The level of theory is ωB97M-V/def2-TZVPD.

```
11
Properties=species:S:1:pos:R:3:forces:R:3
O -0.903 0.549 1.614 0.0 0.3 -0.1
C -0.331 -0.253 0.642 0.1 -0.3 0.0
C -0.940 -0.511 -0.752 -0.3 -0.1 0.0
O 0.412 -0.477 -1.303 0.1 0.1 -0.1
C 0.895 0.117 -0.155 0.4 0.2 0.3
N 1.950 0.738 0.111 -0.3 -0.3 -0.2
H -0.605 1.459 1.501 0.0 -0.1 0.0
H -0.109 -1.230 1.082 -0.1 0.0 0.1
H -1.444 -1.469 -0.897 0.2 0.1 -0.1
H -1.530 0.306 -1.175 0.1 -0.1 0.2
H 2.606 0.771 -0.667 -0.1 0.1 -0.1
```
Forces are in eV/Å.

Values from the calculation:
- Charge: 0
- Strongest force on any atom: 0.011 Eh/bohr
- HOMO-LUMO gap: 11.18 eV
- Energy relative to the best compared isomer or geometry (same formula, charge and spin): 188.0 kJ/mol
- LUMO level: 0.030 Ha
- Energy: -8775.746 eV


No. 6
This record from OMol25 describes a molecular structure, C3H5NO2. The level of theory is ωB97M-V/def2-TZVPD.

```
11
Properties=species:S:1:pos:R:3:forces:R:3
O 1.779 -1.307 -0.414 -0.1 0.5 0.4
C 1.613 -0.384 0.348 0.1 -0.3 -0.3
C 0.417 0.540 0.276 0.0 0.0 0.0
N -0.528 0.099 -0.720 0.1 0.0 -0.1
C -2.143 -0.281 -0.280 -0.4 -0.3 1.0
O -2.358 -0.485 0.860 0.2 0.2 -0.9
H 2.353 -0.156 1.141 -0.1 0.0 -0.1
H -0.073 0.553 1.263 0.1 0.0 -0.1
H 0.789 1.558 0.087 0.0 -0.2 0.0
H -0.138 -0.591 -1.364 -0.1 0.1 0.0
H -1.711 0.454 -1.196 0.1 0.1 -0.1
```
Forces are in eV/Å.

Values from the calculation:
- Charge: 0
- Strongest force on any atom: 0.022 Eh/bohr
- HOMO-LUMO gap: 10.09 eV
- Energy relative to the best compared isomer or geometry (same formula, charge and spin): 435.5 kJ/mol
- LUMO level: 0.032 Ha
- Energy: -8773.181 eV


No. 7
This record from OMol25 describes a single C3H5NO2 molecule. The level of theory is ωB97M-V/def2-TZVPD.

```
11
Properties=species:S:1:pos:R:3:forces:R:3
H 0.151 -1.847 -1.837 0.5 -0.2 0.4
N 0.206 -1.078 -1.171 0.7 1.5 -1.5
C -0.984 -0.883 -0.782 1.9 -1.7 1.3
O -1.303 0.101 0.078 -0.1 -0.4 0.0
C -0.181 0.449 0.909 0.1 0.1 0.2
C 0.951 1.131 0.162 0.3 0.1 0.2
O 2.049 1.267 0.642 -0.6 -0.1 -0.2
H -1.345 -1.902 -0.727 -2.9 0.4 -0.1
H 0.193 -0.445 1.428 0.0 0.2 -0.2
H -0.566 1.151 1.651 0.0 0.0 -0.1
H 0.666 1.552 -0.820 0.1 0.0 0.0
```
Forces are in eV/Å.

Values from the calculation:
- Charge: 0
- Strongest force on any atom: 0.057 Eh/bohr
- HOMO-LUMO gap: 10.68 eV
- Energy relative to the best compared isomer or geometry (same formula, charge and spin): 272.9 kJ/mol
- LUMO level: 0.030 Ha
- Structure (SMILES): [H]/N=C/OCC=O
- Energy: -8774.866 eV


No. 8
This record from OMol25 describes a molecular structure, C3H5NO2. The level of theory is ωB97M-V/def2-TZVPD.

```
11
Properties=species:S:1:pos:R:3:forces:R:3
O -1.097 -2.085 1.094 0.9 -0.2 0.3
N -0.050 -1.527 0.864 -0.6 0.1 0.3
C -0.313 -0.437 -0.106 0.5 -0.1 0.1
C 0.946 0.114 -0.868 0.0 -0.4 -0.1
O 0.828 1.388 -0.224 0.0 0.1 0.0
C -0.341 0.974 0.473 -0.4 0.2 0.4
H -1.293 -0.774 -0.433 0.2 0.4 -1.4
H 0.917 0.203 -1.961 -0.3 -0.1 0.2
H 1.910 -0.347 -0.585 -0.6 -0.2 0.0
H -0.266 1.037 1.559 0.1 0.1 0.0
H -1.229 1.510 0.122 0.1 0.1 0.2
```
Forces are in eV/Å.

Values from the calculation:
- Charge: 0
- Strongest force on any atom: 0.029 Eh/bohr
- HOMO-LUMO gap: 9.25 eV
- Energy relative to the best compared isomer or geometry (same formula, charge and spin): 451.3 kJ/mol
- LUMO level: -0.011 Ha
- Energy: -8773.017 eV


No. 9
This record from OMol25 describes a molecular structure, C3H5NO2. The level of theory is ωB97M-V/def2-TZVPD.

```
11
Properties=species:S:1:pos:R:3:forces:R:3
N -1.546 -1.449 0.135 -0.7 -0.2 -0.2
C -0.116 0.989 0.055 -0.1 0.2 0.0
C 1.357 1.273 0.079 0.3 0.6 0.0
O 1.616 -0.125 -0.294 0.0 -0.1 -0.1
C 0.264 -0.244 -0.268 -0.2 -0.8 0.2
O -0.246 -1.473 -0.481 0.3 0.1 1.1
H -1.727 -2.240 0.783 1.2 0.4 -0.6
H -2.059 -1.663 -0.692 -1.2 -0.1 -0.3
H -1.017 1.552 0.231 0.1 -0.2 0.0
H 1.743 1.935 -0.687 0.2 0.1 -0.1
H 1.807 1.464 1.050 0.1 0.0 0.0
```
Forces are in eV/Å.

Values from the calculation:
- Charge: 0
- Strongest force on any atom: 0.027 Eh/bohr
- HOMO-LUMO gap: 9.45 eV
- Energy relative to the best compared isomer or geometry (same formula, charge and spin): 435.9 kJ/mol
- LUMO level: 0.036 Ha
- Energy: -8773.177 eV


No. 10
This record from OMol25 describes a gas-phase ion, C3H5NO2S (charge -2). The level of theory is ωB97M-V/def2-TZVPD.

```
12
Properties=species:S:1:pos:R:3:forces:R:3
O -1.039 -0.696 -2.316 -1.0 1.7 -0.4
C -0.117 -1.333 -1.819 0.3 -1.7 0.6
O 0.162 -2.515 -2.235 1.3 1.2 1.7
N 0.602 -0.622 -0.691 -0.2 -0.1 0.3
C -0.002 0.670 -0.179 1.3 0.3 -2.6
C -0.160 0.585 1.280 -2.8 -2.5 3.6
S 0.292 1.842 2.722 -0.6 -0.8 -1.9
H 1.001 -1.066 0.182 -0.7 -0.3 -2.2
H -0.946 0.793 -0.782 1.0 0.2 0.9
H 0.690 1.525 -0.382 -0.3 -0.5 -0.3
H 0.337 -0.360 1.658 0.0 1.1 -0.4
H -1.284 0.142 1.319 1.9 1.4 0.8
```
Forces are in eV/Å.

Values from the calculation:
- Charge: -2
- Strongest force on any atom: 0.101 Eh/bohr
- HOMO-LUMO gap: 5.88 eV
- Energy relative to the best compared isomer or geometry (same formula, charge and spin): 150.8 kJ/mol
- LUMO level: 0.222 Ha
- Structure (SMILES): O=C([O-])NCC[S-]
- Energy: -19610.950 eV


No. 11
This record from OMol25 describes 2 unconnected molecules or ions with the total composition C3H5NO2S. The level of theory is ωB97M-V/def2-TZVPD.

```
12
Properties=species:S:1:pos:R:3:forces:R:3
C 1.781 -0.172 0.821 0.3 -0.2 -1.1
C 0.653 -1.309 -1.017 0.2 2.0 1.9
C -0.257 -1.386 0.139 0.4 -1.0 -1.7
N -0.599 -1.162 1.200 -1.4 -0.2 1.1
O 1.720 -0.453 -0.527 0.4 1.2 0.8
O 2.665 0.791 0.948 0.3 0.3 1.4
S -3.587 2.443 0.266 0.0 -1.3 -0.4
H 1.150 -2.118 -1.423 0.6 -2.5 0.0
H 0.200 -0.894 -1.890 -0.5 1.0 -0.2
H -2.605 2.166 -0.599 0.2 0.5 0.0
H 2.749 0.988 1.941 -0.3 -0.6 -2.2
H -3.871 1.106 0.139 -0.2 0.8 0.4
```
Forces are in eV/Å.

Values from the calculation:
- Charge: 0
- Strongest force on any atom: 0.054 Eh/bohr
- HOMO-LUMO gap: 9.73 eV
- Energy relative to the best compared isomer or geometry (same formula, charge and spin): 383.9 kJ/mol
- LUMO level: 0.022 Ha
- Energy: -19608.532 eV


No. 12
This record from OMol25 describes a single C3H5NO2S molecule. The level of theory is ωB97M-V/def2-TZVPD.

```
12
Properties=species:S:1:pos:R:3:forces:R:3
C -1.789 0.012 0.081 -1.8 1.9 2.6
C -0.368 0.262 0.506 1.7 1.4 -0.5
S 0.534 1.821 -0.115 -0.7 -0.6 0.6
C 0.792 0.122 -0.510 -3.5 -0.4 -3.8
N 1.968 -0.517 -0.018 1.4 0.8 1.7
O 2.535 -1.307 -0.705 0.4 -1.2 -1.2
O 2.352 -0.163 1.084 -0.1 -0.2 0.2
H -2.614 0.910 0.131 2.3 -1.9 0.7
H -2.153 -0.852 0.694 0.0 0.6 -1.1
H -1.767 -0.085 -0.938 -0.2 -1.2 -2.6
H -0.033 -0.002 1.526 -0.3 0.3 -0.7
H 0.543 -0.202 -1.736 0.8 0.7 4.1
```
Forces are in eV/Å.

Values from the calculation:
- Charge: 0
- Strongest force on any atom: 0.101 Eh/bohr
- HOMO-LUMO gap: 9.52 eV
- Energy relative to the best compared isomer or geometry (same formula, charge and spin): 463.6 kJ/mol
- LUMO level: -0.005 Ha
- Structure (SMILES): C[C@@H]1S[C@H]1[N+](=O)[O-]
- Energy: -19607.706 eV


> Which value of energy does entry 3 give?

-8774.671 eV